Below is a structure of composition C10H12N, with properties calculated with wB97M-V/def2-TZVPD.

```
23
Properties=species:S:1:pos:R:3:forces:R:3:mulliken_charge:R:1
C 3.2559 1.5659 -0.6235 -0.45 -0.76 0.67 -0.23
C 2.6085 0.7649 -0.0145 0.85 0.79 -0.69 -0.25
C -1.8909 1.8853 0.1136 -0.26 -0.12 -0.14 -0.43
C -0.4651 1.7303 0.4339 0.33 -0.01 0.18 -0.26
C -2.6414 0.8194 -0.1527 -0.15 0.14 -0.02 -0.60
C -0.0152 0.5388 0.1694 2.11 -0.89 0.48 0.20
C -2.1178 -0.5866 -0.1854 0.18 -0.03 0.00 -0.89
C 0.1427 -1.8551 0.1070 0.05 0.29 -0.06 -0.83
C 1.6299 -1.4715 0.0908 -0.20 -1.06 -0.29 -0.67
C -0.5980 -0.6411 -0.4645 -0.07 -0.43 0.00 0.45
N 1.7448 -0.0921 0.5898 -2.98 1.19 0.01 -0.12
H 3.8784 2.2571 -1.1084 0.40 0.44 -0.36 0.46
H -2.2889 2.8831 0.1578 -0.18 0.14 0.00 0.41
H 0.0768 2.5567 0.8594 0.25 0.02 0.11 0.48
H -3.7039 0.9343 -0.2939 -0.16 0.10 -0.08 0.41
H -2.3480 -1.0554 0.7786 0.02 -0.04 0.00 0.35
H -2.6407 -1.1614 -0.9508 0.03 -0.02 0.06 0.43
H -0.0233 -2.7530 -0.4850 0.03 -0.02 0.05 0.39
H -0.1963 -2.0437 1.1290 0.03 -0.03 -0.03 0.37
H 2.2116 -2.1486 0.7176 0.10 0.16 -0.06 0.38
H 2.0201 -1.5086 -0.9296 0.02 0.18 0.21 0.34
H -0.4150 -0.5873 -1.5467 -0.03 0.04 0.05 0.17
H 1.7759 -0.0314 1.6084 0.07 -0.07 -0.09 0.43
```
Forces are in eV/Å.

Summary:
LUMO in eV: -3.53
2S+1: 1
HOMO-LUMO gap in Eh: 0.34179
Total charge: +1